ORCA calculation (ωB97M-V/def2-TZVPD) on a structure of composition C26H32FIrN2O3SSi at a distorted geometry.

The geometry in ORCA input format:
```
! RIJCOSX wB97M-V def2-TZVPD def2/J DEFGRID3
* xyz 2 1
Ir 0.89514 0.01397 -1.01424
C 4.62543 -2.86257 -1.19646
Si 3.46223 -1.42676 -1.20812
C 3.47861 -0.40101 -2.76258
C 3.82559 -0.38405 0.29336
N 1.62886 -1.75948 -1.05948
C 0.96143 -2.93839 -0.93436
C 1.64768 -4.18452 -0.90854
C 0.98838 -5.37676 -0.75787
C -0.40272 -5.39524 -0.64418
C -1.12599 -4.20941 -0.68819
C -0.45538 -3.02245 -0.83041
F -1.19204 -1.90322 -0.90512
H 5.63245 -2.43966 -1.24710
H 4.51778 -3.54169 -2.04267
H 4.56271 -3.43267 -0.26899
H 4.42412 0.13325 -2.86722
H 2.69487 0.37905 -2.73161
H 3.31736 -0.98926 -3.66650
H 4.90282 -0.21951 0.37795
H 3.49593 -0.87207 1.21357
H 3.35960 0.59972 0.23543
H 2.71810 -4.18246 -0.99849
H 1.54557 -6.30197 -0.72962
H -0.92529 -6.33490 -0.53130
H -2.20452 -4.20032 -0.61943
O 0.05278 -0.13038 0.79198
S 0.56131 0.96417 1.80021
C -0.79941 2.10198 1.88780
C -0.56269 3.32510 2.49676
C -1.60565 4.23287 2.58713
C -2.85255 3.91330 2.06712
C -3.06674 2.68470 1.45724
C -2.03396 1.76371 1.35839
C 0.48178 0.14850 3.35737
C -0.52851 -0.76520 3.63702
C -0.55006 -1.35167 4.88872
C 0.41433 -1.01623 5.83533
C 1.41349 -0.10300 5.53763
C 1.46183 0.48346 4.28028
H 0.41458 3.57188 2.89292
H -1.44267 5.19110 3.05981
H -3.66215 4.62613 2.14172
H -4.04779 2.43708 1.07269
H -2.18305 0.79439 0.90157
H -1.27422 -1.00890 2.89237
H -1.32353 -2.06597 5.13446
H 0.38535 -1.47691 6.81320
H 2.16203 0.14675 6.27623
H 2.24787 1.18375 4.02688
O -0.73279 3.77053 -1.66210
C -0.51755 2.59946 -1.89564
O 0.43525 1.90917 -1.35594
C -1.41927 1.89238 -2.91139
N -2.12684 2.99151 -3.66388
C -3.57715 2.60764 -3.87384
C -3.68797 1.19661 -3.30048
C -2.56922 1.11993 -2.26334
H -0.85144 1.27990 -3.61019
H -1.65841 3.22620 -4.53683
H -2.00406 3.80661 -3.02845
H -3.80207 2.66318 -4.93508
H -4.18839 3.33577 -3.34685
H -3.53018 0.45751 -4.08644
H -4.67059 1.02165 -2.86918
H -2.27837 0.09991 -2.02316
H -2.86203 1.62381 -1.33988
*
```

## Properties
HOMO (alpha / beta) (eV): -14.12 / -13.72
Frontier orbital gap (alpha / beta) (eV): 6.408 / 6.427
E_tot (eV): -60858.1924

=====

ORCA calculation (ωB97M-V/def2-TZVPD) on a cluster of 2 separate species, C31H39N3P in total at a distorted geometry.

The geometry in ORCA input format:
```
! RIJCOSX wB97M-V def2-TZVPD def2/J DEFGRID3
* xyz 1 1
C 2.58193 -4.15289 4.93891
C 1.69007 -3.30870 4.08101
C 0.91645 -2.33308 4.71223
C 0.00333 -1.56634 3.99596
C -0.82913 -0.54649 4.71651
C -0.15130 -1.79210 2.61621
N -1.12894 -1.00551 1.93213
P -1.38450 0.61099 2.28933
H 1.57978 -0.04505 -1.68467
N -2.42368 0.78639 0.98631
C -2.98799 2.05944 0.66768
C -3.22096 2.42744 -0.67621
C -2.73596 1.68397 -1.89019
C -3.95432 3.59584 -0.91144
C -4.43505 4.39622 0.12701
C -5.30087 5.60454 -0.09159
C -4.09495 4.06442 1.43682
C -3.35958 2.92496 1.72678
C -3.16757 2.62301 3.17966
C -2.77878 -0.46488 0.45859
C -2.06228 -1.47349 0.99750
C 0.66005 -2.72646 1.94071
C 0.60327 -2.93237 0.45190
C 1.57579 -3.47536 2.69642
H 3.16677 -4.85523 4.33979
H 3.27110 -3.51736 5.51177
H 1.99468 -4.72442 5.67405
H 1.00969 -2.20674 5.79745
H -1.87440 -0.58352 4.36032
H -0.84570 -0.71887 5.79770
H -0.41103 0.47100 4.60429
H -3.15115 2.20612 -2.76128
H -1.64567 1.71441 -2.03517
H -3.09626 0.65289 -1.97832
H -4.16693 3.88004 -1.94261
H -5.55785 6.02232 0.89079
H -4.79272 6.39062 -0.66763
H -6.24304 5.36686 -0.60618
H -4.48861 4.68863 2.24314
H -3.91405 3.16593 3.78737
H -3.36062 1.56729 3.39425
H -2.16893 2.88310 3.55380
H -3.51109 -0.50373 -0.32584
H -2.12963 -2.52357 0.77371
H 1.31048 -3.72318 0.17027
H -0.38443 -3.27178 0.10774
H 0.91031 -2.04846 -0.13031
H 2.21336 -4.21327 2.20319
C 3.28889 -4.75973 -2.57128
N 3.53116 -3.32297 -2.54199
C 4.88610 -2.77543 -2.49024
C 2.52096 -2.44351 -2.66182
C 2.73269 -1.07713 -2.71875
C 1.60518 -0.12901 -2.74246
C 1.74303 1.30422 -3.25322
C 0.81865 1.93218 -4.11713
C 1.14827 3.16588 -4.71060
C 2.36505 3.79286 -4.41023
C 3.16278 3.27522 -3.38091
C 2.80094 2.07462 -2.75733
H 4.22034 -5.30999 -2.75178
H 2.87270 -5.11979 -1.61547
H 2.56770 -5.01288 -3.36350
H 5.64629 -3.56793 -2.54453
H 5.02118 -2.07165 -3.33423
H 5.01076 -2.20630 -1.54950
H 1.51383 -2.87021 -2.76307
H 3.69612 -0.66191 -2.44672
H 0.68088 -0.62234 -3.05917
H -0.15450 1.48502 -4.34292
H 0.47631 3.64980 -5.42474
H 2.69429 4.67842 -4.96350
H 4.06581 3.79969 -3.06146
H 3.35551 1.71931 -1.88330
*
```

## Properties
HOMO (eV): -9.01
Frontier orbital gap (eV): 5.128
E_tot (eV): -46531.9816
ΔE to the lowest compared entry with this formula, charge and spin (eV): 2.286

=====

ORCA calculation (ωB97M-V/def2-TZVPD) on a structure of composition C33H31N7O3Re at a distorted geometry.

The geometry in ORCA input format:
```
! RIJCOSX wB97M-V def2-TZVPD def2/J DEFGRID3
* xyz 0 4
Re 0.25290 0.13985 0.58171
N -3.99218 4.27296 -7.91668
C -3.52444 3.77485 -6.99121
C -2.92362 3.16458 -5.82713
C -3.72042 2.72890 -4.76985
C -3.12905 2.17496 -3.64785
C -1.74499 2.04908 -3.57345
C -0.95515 2.47057 -4.63567
C -1.53862 3.02903 -5.76121
C -1.13863 1.47437 -2.33736
C -1.03832 2.32367 -1.23582
C -1.34815 3.70325 -1.21758
C -1.11022 4.15783 0.06329
C -0.66252 3.05293 0.80032
N -0.62093 1.94634 0.04623
C -0.80075 0.13232 -2.36587
C -0.99678 -0.76865 -3.44095
C -0.60449 -2.01481 -3.00152
C -0.17373 -1.85138 -1.67265
N -0.28241 -0.57890 -1.28323
H -4.79522 2.83278 -4.83355
H -3.74049 1.83386 -2.81838
H 0.12307 2.36778 -4.57749
H -0.93063 3.36594 -6.58979
H -1.70355 4.27643 -2.06164
H -1.23414 5.16252 0.43926
H -0.37861 3.03491 1.83902
H -1.40350 -0.50580 -4.40818
H -0.61603 -2.94327 -3.55231
H 0.20532 -2.60677 -1.00155
O 1.39107 -1.45551 0.89016
C 2.03604 -2.59049 1.14736
C 1.29733 -3.78280 1.12412
C 1.87171 -5.01323 1.37530
C 3.22103 -5.10187 1.67418
C 3.95950 -3.93660 1.75082
C 3.40429 -2.67738 1.50978
C 4.25281 -1.48831 1.70193
N 4.17559 -0.32573 1.09408
C 5.13792 0.47927 1.66878
C 5.81010 -0.20500 2.63023
N 5.24575 -1.45729 2.63983
H 0.23057 -3.70734 0.93884
H 1.26081 -5.90780 1.34580
H 3.68844 -6.06123 1.85471
H 5.01743 -4.00373 1.98112
H 5.27002 1.51115 1.37353
H 6.60916 0.08373 3.29414
H 5.49022 -2.20477 3.26269
C -1.01932 1.43077 3.81109
C 0.47436 1.39450 3.52107
O 1.25908 1.75772 4.36683
O 0.87721 0.98496 2.32057
H -1.29125 2.45614 4.06969
H -1.21680 0.80726 4.68227
H -1.62386 1.08615 2.97395
C -0.04785 -1.79231 3.48219
C -1.27086 -1.60930 2.61471
C -2.49781 -2.14321 2.88375
C -3.40268 -1.65817 1.89579
C -2.69870 -0.85337 1.04656
C -3.27593 -0.10908 -0.11994
N -1.37117 -0.81397 1.47123
H -0.24044 -1.39312 4.48169
H 0.83297 -1.29121 3.09850
H 0.18138 -2.85309 3.59336
H -2.72578 -2.79028 3.72069
H -4.46029 -1.87804 1.81923
H -4.36198 -0.12821 -0.03524
H -3.01088 -0.56530 -1.08046
H -2.95282 0.93455 -0.13620
N 2.01554 1.07140 -0.42560
H 1.88681 1.46544 -1.34841
H 2.73458 0.35104 -0.42495
H 2.36298 1.78354 0.21131
*
```

## Properties
HOMO (alpha / beta) (eV): -7.20 / -7.18
Frontier orbital gap (alpha / beta) (eV): 5.667 / 5.434
⟨S²⟩: 3.771
E_tot (eV): -53429.6464

=====

ORCA calculation (ωB97M-V/def2-TZVPD) on the molecule C3HClFN.

The geometry in ORCA input format:
```
! RIJCOSX wB97M-V def2-TZVPD def2/J DEFGRID3
* xyz 0 1
N -2.40444 -0.86455 0.00812
C -1.42646 -0.26185 -0.00200
C -0.22983 0.51802 -0.00410
C 0.99228 -0.03176 0.00034
F 2.06421 0.72248 0.00708
Cl 1.33814 -1.69928 0.00042
H -0.33390 1.61694 -0.00986
*
```

## Properties
HOMO (eV): -10.33
Frontier orbital gap (eV): 10.591
E_tot (eV): -19856.0087
ΔE to the lowest compared entry with this formula, charge and spin (eV): 0.000

=====

ORCA calculation (ωB97M-V/def2-TZVPD) on the molecule C4H8O2.

The geometry in ORCA input format:
```
! RIJCOSX wB97M-V def2-TZVPD def2/J DEFGRID3
* xyz 0 1
C 1.74857 0.26319 -0.06626
C 0.95366 -0.66261 0.46983
C -0.50417 -0.88330 0.12691
O -1.14472 -0.61425 1.36460
C -1.03377 0.18277 -0.84235
O -0.91428 1.42926 -0.16119
H 1.56942 0.65804 -1.06697
H 2.63470 0.61342 0.45017
H 1.23731 -1.15587 1.39693
H -0.75124 -1.90445 -0.18963
H -1.23459 0.35747 1.31122
H -2.09513 0.00993 -1.04966
H -0.49758 0.22593 -1.79668
H 0.03181 1.48048 0.05309
*
```

## Properties
HOMO (eV): -10.12
Frontier orbital gap (eV): 11.106
E_tot (eV): -8371.2523
ΔE to the lowest compared entry with this formula, charge and spin (eV): 2.029

=====

ORCA calculation (ωB97M-V/def2-TZVPD) on a structure of composition C18H24BrN6O2Se3TeTi at a distorted geometry.

The geometry in ORCA input format:
```
! RIJCOSX wB97M-V def2-TZVPD def2/J DEFGRID3
* xyz -2 2
Ti -0.72878 0.42078 -0.79665
C 3.30306 -0.28785 -2.02591
C 1.84385 0.04226 -2.10347
O 1.24477 0.16521 -0.95632
C 1.18919 0.17847 -3.29017
C -0.18169 0.62885 -3.26566
C -1.18690 0.06014 -4.21175
N -0.57937 1.64408 -2.51444
N 0.35755 2.64347 -2.11459
C 0.29958 2.87794 -0.85730
O -0.34639 2.15176 0.01186
C 1.05316 4.05983 -0.31373
C 1.34038 4.08106 1.04249
C 2.03034 5.15782 1.59568
C 2.42434 6.21888 0.79209
C 2.13368 6.19833 -0.56845
C 1.45175 5.11789 -1.11904
H 3.43991 -1.31389 -1.67089
H 3.79165 -0.18426 -2.99499
H 3.78540 0.38182 -1.31235
H 1.65818 -0.13336 -4.21466
H -0.91521 0.39817 -5.22109
H -1.17630 -1.02881 -4.17992
H -2.18550 0.41955 -3.97499
H 1.00334 3.24855 1.64816
H 2.25094 5.16551 2.65675
H 2.94753 7.06496 1.22421
H 2.42788 7.02806 -1.20144
H 1.21491 5.07603 -2.17465
Se -1.30777 -0.34607 1.63963
Se -3.05106 1.05857 2.33442
Te -4.78564 0.43210 0.60820
Se -3.38762 0.95734 -1.40257
Br -0.93245 -2.09536 -1.43894
C 2.92041 -0.87619 1.68829
N 3.99314 -1.71586 2.27964
C 3.78014 -3.09193 1.80991
N 2.45889 -3.62451 2.15772
C 1.43878 -2.71917 1.56321
N 1.59684 -1.35273 2.04917
C 1.46342 -1.33993 3.49508
N 2.48496 -2.19722 4.15088
C 3.80464 -1.71134 3.73427
C 2.32065 -3.55640 3.61519
H 3.01047 -0.88372 0.60685
H 3.04209 0.14931 2.04405
H 4.54623 -3.73368 2.25649
H 3.89169 -3.11078 0.72404
H 0.43996 -3.07303 1.81779
H 1.53390 -2.72453 0.47767
H 0.46664 -1.69091 3.75878
H 1.57517 -0.31593 3.85548
H 4.57221 -2.34349 4.19150
H 3.92846 -0.68884 4.09821
H 1.32778 -3.91789 3.88833
H 3.07401 -4.20534 4.07263
*
```

## Properties
HOMO (alpha / beta) (eV): -0.85 / -0.86
Frontier orbital gap (alpha / beta) (eV): 5.277 / 5.281
⟨S²⟩: 0.756
E_tot (eV): -328586.4802
ΔE to the lowest compared entry with this formula, charge and spin (eV): 1.890

=====

What is the E_tot in the fourth record?
-19856.0087 eV

=====

E_tot of number 4 (C3HClFN)?
-19856.0087 eV

=====

Please write out number 2 again, unchanged.
ORCA calculation (ωB97M-V/def2-TZVPD) on a cluster of 2 separate species, C31H39N3P in total at a distorted geometry.

The geometry in ORCA input format:
```
! RIJCOSX wB97M-V def2-TZVPD def2/J DEFGRID3
* xyz 1 1
C 2.58193 -4.15289 4.93891
C 1.69007 -3.30870 4.08101
C 0.91645 -2.33308 4.71223
C 0.00333 -1.56634 3.99596
C -0.82913 -0.54649 4.71651
C -0.15130 -1.79210 2.61621
N -1.12894 -1.00551 1.93213
P -1.38450 0.61099 2.28933
H 1.57978 -0.04505 -1.68467
N -2.42368 0.78639 0.98631
C -2.98799 2.05944 0.66768
C -3.22096 2.42744 -0.67621
C -2.73596 1.68397 -1.89019
C -3.95432 3.59584 -0.91144
C -4.43505 4.39622 0.12701
C -5.30087 5.60454 -0.09159
C -4.09495 4.06442 1.43682
C -3.35958 2.92496 1.72678
C -3.16757 2.62301 3.17966
C -2.77878 -0.46488 0.45859
C -2.06228 -1.47349 0.99750
C 0.66005 -2.72646 1.94071
C 0.60327 -2.93237 0.45190
C 1.57579 -3.47536 2.69642
H 3.16677 -4.85523 4.33979
H 3.27110 -3.51736 5.51177
H 1.99468 -4.72442 5.67405
H 1.00969 -2.20674 5.79745
H -1.87440 -0.58352 4.36032
H -0.84570 -0.71887 5.79770
H -0.41103 0.47100 4.60429
H -3.15115 2.20612 -2.76128
H -1.64567 1.71441 -2.03517
H -3.09626 0.65289 -1.97832
H -4.16693 3.88004 -1.94261
H -5.55785 6.02232 0.89079
H -4.79272 6.39062 -0.66763
H -6.24304 5.36686 -0.60618
H -4.48861 4.68863 2.24314
H -3.91405 3.16593 3.78737
H -3.36062 1.56729 3.39425
H -2.16893 2.88310 3.55380
H -3.51109 -0.50373 -0.32584
H -2.12963 -2.52357 0.77371
H 1.31048 -3.72318 0.17027
H -0.38443 -3.27178 0.10774
H 0.91031 -2.04846 -0.13031
H 2.21336 -4.21327 2.20319
C 3.28889 -4.75973 -2.57128
N 3.53116 -3.32297 -2.54199
C 4.88610 -2.77543 -2.49024
C 2.52096 -2.44351 -2.66182
C 2.73269 -1.07713 -2.71875
C 1.60518 -0.12901 -2.74246
C 1.74303 1.30422 -3.25322
C 0.81865 1.93218 -4.11713
C 1.14827 3.16588 -4.71060
C 2.36505 3.79286 -4.41023
C 3.16278 3.27522 -3.38091
C 2.80094 2.07462 -2.75733
H 4.22034 -5.30999 -2.75178
H 2.87270 -5.11979 -1.61547
H 2.56770 -5.01288 -3.36350
H 5.64629 -3.56793 -2.54453
H 5.02118 -2.07165 -3.33423
H 5.01076 -2.20630 -1.54950
H 1.51383 -2.87021 -2.76307
H 3.69612 -0.66191 -2.44672
H 0.68088 -0.62234 -3.05917
H -0.15450 1.48502 -4.34292
H 0.47631 3.64980 -5.42474
H 2.69429 4.67842 -4.96350
H 4.06581 3.79969 -3.06146
H 3.35551 1.71931 -1.88330
*
```

## Properties
HOMO (eV): -9.01
Frontier orbital gap (eV): 5.128
E_tot (eV): -46531.9816
ΔE to the lowest compared entry with this formula, charge and spin (eV): 2.286